6
Properties=species:S:1:pos:R:3:nbo_charge:R:1 method="wB97M-V/def2-TZVPD" lumo_energy_ev="-1.232 / -1.232" spin_multiplicity=1 homo_lumo_gap_ev="7.1 / 7.1" total_charge=0 e_tot_ev=-60014.86779 largest_force_ev_per_a=3.4 relative_energy_ev=1.943
O -1.111 0.790 -1.024 -0.8052
Si 0.755 -0.761 0.347 1.4223
Cl -1.537 2.117 -0.191 0.1766
Cl 0.000 -2.572 0.260 -0.2658
Cl 0.449 0.298 1.976 -0.2603
Cl 2.425 -0.427 -0.634 -0.2676